[1]
ORCA calculation (the ωB97M-V functional and the def2-TZVPD basis) on a molecular structure, C27H35IN4P2W in a non-equilibrium geometry.

XYZ file:
```
70
Properties=species:S:1:pos:R:3:forces:R:3
W -1.109073 -1.340134 -0.580956 5.3 1.2 1.3
I 3.883966 -2.304887 0.074594 0.0 -0.7 0.6
P 0.612817 1.169708 1.627820 -2.2 2.0 2.5
P 2.190779 -0.058550 -0.812399 -0.4 -0.2 -2.1
N 3.312399 0.102417 -2.123529 -0.3 0.1 0.2
N -0.791872 1.534416 2.804541 0.7 -1.1 -1.2
N 0.877923 -1.143561 -1.496671 1.1 -2.1 0.5
N 1.762228 2.042577 2.487736 0.3 0.6 -0.2
C 0.648730 -3.502740 -2.294240 -1.3 -1.9 1.0
C 5.245187 -0.382781 -3.205043 -0.9 0.6 1.0
C -3.835872 -2.002202 -0.292427 -0.6 -0.4 0.2
C -2.364123 2.477399 4.149387 1.2 -0.5 -1.1
C -1.639414 -0.312389 -2.321742 -0.8 0.7 -1.8
C 1.208024 -2.219193 -2.242624 1.3 2.5 0.5
C 0.298623 -1.646805 1.172174 0.0 -0.8 0.7
C -1.455838 0.507012 3.492395 -0.5 0.2 0.4
C 4.207084 -0.250758 -4.176394 -1.0 -0.1 1.0
C 2.809155 2.654714 4.396805 -0.6 -0.9 -0.5
C 1.280359 1.542161 -1.082488 -0.2 0.5 -0.1
C 0.373579 2.099824 0.055828 -0.2 -0.2 -0.2
C -3.164108 0.925468 -0.759083 -0.1 0.7 -0.2
C -2.419614 1.055412 4.316238 0.9 0.0 -0.9
C -0.298312 -4.122861 -1.403649 1.3 0.4 -1.6
C -2.428230 0.047802 0.242233 -1.5 -0.1 0.8
C -2.427226 0.971383 -2.105552 0.1 0.2 0.0
C 4.686389 -0.090362 -1.971668 0.6 -0.5 -0.9
C 2.089302 1.649138 3.800423 0.6 0.6 1.0
C 2.970754 3.710184 3.428536 -0.7 -1.0 -0.9
C 3.031066 0.021702 -3.488320 0.9 -0.1 -0.7
C 2.337051 3.293738 2.267674 0.5 0.2 0.2
C -1.357566 2.742494 3.226042 -0.4 -0.1 0.5
C -2.798837 -1.323165 0.538226 -1.6 0.7 3.0
C -1.084205 -3.417110 -0.523465 -1.3 0.9 1.1
C -3.639968 -1.887896 -1.831260 -0.2 -0.3 -0.5
C -2.206959 -1.615667 -2.265558 -1.3 0.0 -3.7
H -0.739077 -0.149907 -2.920647 -0.3 -0.4 -0.1
H 2.075171 2.268571 -1.301307 -0.1 -0.2 0.1
H -1.164763 -0.522323 3.346398 0.0 0.1 0.1
H 6.263218 -0.681517 -3.376579 0.1 0.3 0.0
H 0.701772 1.417763 -2.011628 0.2 0.2 0.3
H -0.690400 2.043649 -0.242874 0.5 -0.1 0.4
H 3.180900 2.653078 5.414344 -0.1 -0.1 -0.2
H 1.780658 0.676396 4.160565 0.0 0.2 0.1
H 2.031049 0.172858 -3.852887 -0.1 0.0 -0.1
H -0.382816 -1.948398 1.985792 0.3 0.2 -0.2
H 2.254555 3.749373 1.293723 0.1 0.2 0.2
H -3.855412 -3.055373 -0.017519 -0.1 0.0 0.0
H 4.314199 -0.368536 -5.241251 -0.1 0.0 0.0
H -1.731200 -2.384151 -2.872560 -0.1 0.0 -0.1
H -2.092710 0.633255 1.091501 0.3 -0.4 0.2
H -3.109510 1.204655 -2.945358 0.3 -0.3 0.3
H -3.946882 -2.846500 -2.277257 0.1 0.4 0.1
H 0.721133 -2.566798 0.742304 0.3 0.1 0.3
H 2.125689 -2.082483 -2.841592 -0.4 -0.2 0.2
H 1.161747 -1.129567 1.615726 -0.3 -0.4 -0.3
H -3.188829 1.959384 -0.378291 -0.1 -0.4 0.1
H -1.711187 1.813810 -2.081194 -0.2 -0.4 -0.1
H 1.177250 -4.176999 -2.973433 -0.2 0.2 0.2
H -2.771637 -1.570441 1.608097 -0.1 -0.2 -0.4
H -2.997239 3.197438 4.636000 0.0 0.2 0.0
H -0.999451 3.676096 2.832906 0.0 0.1 0.0
H 0.574937 3.162895 0.259600 -0.1 -0.3 -0.1
H 3.482213 4.643159 3.579399 0.0 0.1 -0.1
H -4.820172 -1.577095 -0.038829 0.2 -0.1 -0.1
H -4.322482 -1.118731 -2.219872 0.4 -0.2 0.0
H 5.152669 0.014555 -1.006396 0.0 -0.1 -0.1
H -0.368399 -5.220997 -1.461960 0.0 0.5 0.0
H -4.213338 0.624781 -0.858821 0.2 -0.1 0.0
H -1.608113 -3.946714 0.291275 0.4 -0.1 -0.5
H -3.087740 0.508322 4.959041 0.0 0.0 0.0
```
Forces are in eV/Å.

Results
E_HOMO (spin up / spin down) = -13.39 / -13.30 eV
spin multiplicity = 3
energy relative to the best compared isomer or geometry (same formula, charge and spin) = 176.3 kJ/mol
net charge = +2

These are the Mulliken partial charges, in e, on atoms 1 to 2:
1 W 0.280
2 I 0.172

---

[2]
ORCA calculation (the ωB97M-V functional and the def2-TZVPD basis) on a molecular structure, C27H35InN10O6S in a non-equilibrium geometry.

XYZ file:
```
80
Properties=species:S:1:pos:R:3:forces:R:3
In -0.203374 0.378683 -1.428349 -0.1 -0.2 0.0
S 2.315529 0.842387 -2.079005 -0.1 0.2 0.1
O 2.377840 4.473650 -1.878865 0.1 0.0 -0.1
O -2.202611 0.895436 0.054219 0.3 0.0 -0.4
O 0.744725 0.051119 0.596252 -0.1 0.1 -0.7
O 0.608280 3.487929 -2.841994 0.1 0.0 0.0
O 0.754311 -1.622004 -0.796130 0.0 0.0 -0.3
O -1.915224 0.893597 2.252504 -3.9 -0.4 -7.7
N 0.648886 -0.854003 -3.854079 0.0 0.1 0.0
N -3.725516 -2.133209 -2.604177 0.0 0.0 0.1
N 2.603887 0.155323 2.450290 0.2 0.1 0.4
N -1.789394 -1.131968 -1.768754 0.2 -0.1 -0.2
N 1.964581 -1.282316 -3.656913 -0.1 -0.1 0.2
N -3.350842 0.119470 -2.969149 0.1 0.0 0.1
N -0.119835 2.617262 -0.258915 -0.1 0.0 0.2
N -1.393474 1.426164 -2.928754 0.1 0.0 0.0
N 4.004350 -1.081910 -2.655109 0.0 -0.1 0.1
N -3.427737 2.312756 -3.598536 -0.1 0.1 0.0
C 0.879879 4.659272 0.479826 0.1 -0.1 -0.1
C -1.147859 1.021827 4.102856 2.3 -0.3 7.9
C 4.898231 -2.610183 1.671180 -0.2 0.0 -0.1
C 0.676073 3.665236 -0.466567 0.1 0.2 -0.2
C 0.492173 -0.662178 3.488830 -0.3 -0.1 0.3
C -1.689089 -1.375059 4.563797 0.0 0.2 -0.1
C -3.466995 -3.351423 -1.842703 0.0 0.0 0.0
C 2.394432 -1.681777 0.888131 -0.1 0.0 -0.1
C 0.900189 1.689536 3.059942 0.3 -0.3 0.5
C 1.215344 3.838022 -1.860551 -0.1 0.0 0.2
C -2.665272 1.306288 -3.134264 0.1 -0.1 0.0
C -2.904513 -1.084014 -2.419696 -0.1 0.1 0.0
C -1.678001 1.367996 1.048688 -0.9 -0.7 0.8
C 4.115647 -3.389360 0.806429 0.0 0.2 0.1
C -0.765090 -0.316878 4.016711 0.8 -0.6 1.0
C 1.233145 -1.065789 0.240888 -0.4 -0.5 -0.3
C -0.700106 3.544093 1.868680 -0.9 1.4 -1.5
C -0.300731 2.026909 3.654513 2.4 0.0 3.7
C -0.773802 2.557539 0.901261 0.0 0.0 -0.5
C 0.940923 -2.099055 3.556607 -0.1 0.0 0.0
C -4.896865 -2.107530 -3.478722 0.0 0.0 0.0
C 2.886770 -2.906368 0.414374 0.0 -0.1 -0.2
C 4.402735 -1.427958 2.177129 0.1 0.1 0.2
C 2.767032 -0.620123 -2.816600 -0.1 0.0 -0.2
C 0.159092 4.609248 1.659852 -0.1 0.0 0.1
C 3.115311 -0.979729 1.844677 0.1 0.1 0.3
C 1.301010 0.357478 2.971814 0.5 0.3 0.3
H -1.542928 -2.036829 -1.391083 0.0 0.0 -0.1
H -1.823835 -2.198865 3.861950 0.0 0.0 0.0
H 4.590016 -0.652704 -1.958104 0.0 0.0 0.0
H 0.596330 -0.267101 -4.684933 0.0 -0.1 0.1
H 2.252901 -2.169771 -4.042309 0.0 0.1 -0.1
H 4.984041 -0.855446 2.891134 0.0 0.0 0.0
H 1.558461 5.471974 0.264908 0.0 0.0 0.0
H -1.242359 1.163894 2.922966 -0.1 0.9 -3.2
H -0.568750 3.067690 3.793926 0.7 -1.2 1.3
H 1.566448 2.456094 2.680946 0.0 -0.1 0.0
H 4.305312 -1.965241 -3.036216 0.0 0.0 -0.1
H -5.804931 -1.825961 -2.940243 0.0 0.0 0.0
H 2.021242 -2.184013 3.650247 0.0 0.0 0.0
H -2.667374 -0.951444 4.784525 0.0 0.0 0.0
H 2.665461 4.588073 -2.800468 -0.1 0.0 0.0
H 2.275474 -3.460704 -0.284944 0.0 0.0 0.0
H -1.025786 2.353854 -3.127174 0.0 0.0 0.0
H 0.043043 -1.658714 -3.954321 0.0 0.0 0.0
H -5.041482 -3.102333 -3.891434 0.0 0.0 0.0
H 4.472300 -4.346098 0.451633 0.0 0.0 0.0
H 0.643462 -2.663285 2.667897 0.0 0.0 0.0
H 0.256867 5.393216 2.398807 0.0 0.0 0.0
H 0.500281 -2.592434 4.419384 0.0 0.0 0.0
H -2.094409 1.274261 4.566359 0.1 0.0 -0.1
H -1.316133 3.486860 2.755352 -0.6 0.8 -1.7
H -4.344984 0.174718 -3.111337 0.0 0.0 0.0
H -4.293506 -4.037874 -1.995637 0.0 0.0 0.0
H -3.396007 -3.134857 -0.775841 0.0 0.0 0.0
H -2.548756 -3.843536 -2.171489 0.0 0.0 0.0
H 3.307091 0.725155 2.895595 -0.1 0.0 0.0
H -1.297938 -1.796322 5.492050 0.0 0.0 0.0
H -3.024948 3.226324 -3.719226 0.0 0.0 0.0
H -4.742376 -1.436554 -4.320758 0.0 0.0 0.0
H 5.878112 -2.952776 1.977111 0.0 0.0 0.0
H -4.424384 2.236363 -3.700895 0.0 0.0 0.0
```
Forces are in eV/Å.

Results
E_HOMO = -12.33 eV
energy relative to the best compared isomer or geometry (same formula, charge and spin) = 473.5 kJ/mol
net charge = +2

These are the Mulliken partial charges, in e, on atoms 1 to 2:
1 In 1.045
2 S -0.447

---

The calculation returns the following energy values, one per record and in order: -2315.42271, -2636.75739 Ha.